37
Properties=species:S:1:pos:R:3:mulliken_charge:R:1 method="wB97M-V/def2-TZVPD" max_force_ha_per_bohr=0.1108 orbital_gap_ev="4.12 / 4.11" homo_ev="-15.386 / -15.386" total_charge=+2 relative_energy_kcal_mol=178.5
C 1.108 1.182 -2.886 -0.301
C 1.733 -2.041 -1.782 -0.803
H 0.120 1.553 -2.978 0.155
H 1.516 0.293 -3.498 0.263
H 1.745 2.074 -2.781 0.414
H 0.992 -2.666 -1.310 0.373
H 1.536 -1.827 -2.852 0.463
H 2.771 -2.222 -1.475 0.397
C -1.697 1.621 -1.552 0.021
C -3.017 2.049 -1.421 -1.019
C -3.808 1.502 -0.419 -0.514
C -3.241 0.546 0.422 -0.728
H -1.035 2.119 -2.270 0.507
H -3.386 2.812 -2.105 0.425
H -4.838 1.808 -0.272 0.471
H -3.788 0.149 1.265 0.347
N -1.179 0.619 -0.820 0.116
C -1.926 0.087 0.196 0.754
C -1.280 -0.875 1.125 0.666
N -0.014 -1.278 0.846 0.109
C 0.661 -2.027 1.728 0.050
C -1.237 -2.101 3.227 -0.543
C 0.055 -2.529 2.899 -0.910
H 1.725 -2.198 1.513 0.263
H 0.611 -3.217 3.533 0.421
C -1.899 -1.272 2.331 -0.741
H -2.892 -0.890 2.559 0.305
H -1.719 -2.390 4.163 0.461
Ce 1.425 0.040 -1.213 0.772
C 3.415 -0.406 0.347 -1.046
H 3.761 -1.430 0.752 0.475
H 3.145 0.379 1.140 0.392
H 4.168 0.104 -0.339 0.474
O 2.037 2.653 -0.719 -0.561
C 1.623 2.598 0.486 0.171
O 1.123 1.587 1.108 -0.476
H 1.686 3.594 1.056 0.382



37
Properties=species:S:1:pos:R:3:mulliken_charge:R:1 method="wB97M-V/def2-TZVPD" max_force_ha_per_bohr=0.0096 orbital_gap_ev=8.81 homo_ev=-8.163 smiles="O=C(NCCN1CCCCC1)c1cc(Cl)ccc1Cl" relative_energy_kcal_mol=6.8
O 0.958 2.583 -0.297 -0.635
C 0.711 1.398 -0.240 0.266
N -0.390 0.828 -0.775 -0.050
H -0.532 -0.163 -0.661 0.120
C -1.441 1.603 -1.392 -0.690
H -1.029 2.604 -1.536 0.423
C -2.705 1.707 -0.501 -0.813
N -3.676 0.651 -0.536 0.196
C -3.302 -0.665 -0.075 -0.931
C -2.846 -1.621 -1.188 -0.262
C -3.927 -1.702 -2.263 -0.937
C -4.226 -0.302 -2.790 -0.353
C -4.627 0.612 -1.624 -0.987
H -4.794 1.629 -1.981 0.393
H -5.574 0.238 -1.212 0.408
H -5.040 -0.335 -3.516 0.378
H -3.344 0.096 -3.297 0.196
H -3.605 -2.355 -3.077 0.371
H -4.837 -2.126 -1.830 0.355
H -2.656 -2.607 -0.762 0.344
H -1.921 -1.269 -1.650 0.201
H -2.531 -0.562 0.691 0.259
H -4.188 -1.107 0.401 0.411
H -2.365 1.817 0.535 0.428
H -3.228 2.628 -0.773 0.318
H -1.689 1.176 -2.366 0.274
C 1.609 0.403 0.445 0.497
C 1.089 -0.423 1.434 -0.558
C 1.916 -1.306 2.108 0.135
C 3.268 -1.381 1.806 -0.511
C 3.790 -0.564 0.822 -0.524
C 2.968 0.328 0.146 0.306
Cl 3.635 1.318 -1.092 -0.198
H 4.838 -0.612 0.573 0.424
H 3.903 -2.071 2.337 0.420
Cl 1.252 -2.324 3.334 -0.226
H 0.043 -0.362 1.695 0.552



39
Properties=species:S:1:pos:R:3:mulliken_charge:R:1 method="wB97M-V/def2-TZVPD" max_force_ha_per_bohr=0.0274 orbital_gap_ev=8.47 homo_ev=-9.104 smiles="O=C(CN1CCCCCC1)Nc1cc([N+](=O)[O-])ccc1Cl" relative_energy_kcal_mol=88.3
O -0.708 2.992 1.395 -0.613
C -0.130 2.208 0.685 0.537
N -0.725 1.246 -0.085 0.006
C -2.074 0.911 -0.106 0.065
C -2.446 -0.422 0.024 -0.091
C -3.785 -0.780 0.021 -0.509
C -4.785 0.178 -0.100 -0.539
C -4.425 1.500 -0.256 -0.562
C -3.085 1.871 -0.283 0.624
Cl -2.686 3.507 -0.597 -0.184
H -5.179 2.260 -0.380 0.431
H -5.820 -0.127 -0.084 0.479
N -4.137 -2.170 0.153 1.053
O -3.232 -2.975 0.225 -0.620
O -5.316 -2.452 0.181 -0.623
H -1.696 -1.192 0.137 0.641
H -0.049 0.550 -0.404 -0.051
C 1.388 2.164 0.512 -0.824
N 1.829 0.809 0.249 0.392
C 1.858 0.027 1.474 -0.817
C 2.220 -1.444 1.249 -0.737
C 1.715 -2.027 -0.073 -0.256
C 2.680 -1.785 -1.234 -0.811
C 2.739 -0.336 -1.709 -0.545
H 1.791 -0.066 -2.180 0.240
C 3.014 0.669 -0.586 -1.014
H 3.255 1.634 -1.038 0.464
H 3.886 0.355 -0.001 0.365
H 3.523 -0.246 -2.464 0.416
H 2.381 -2.411 -2.078 0.339
H 3.679 -2.105 -0.930 0.312
H 0.733 -1.618 -0.315 -0.070
H 1.599 -3.106 0.049 0.387
H 3.303 -1.573 1.292 0.381
H 1.799 -2.012 2.081 0.411
H 0.857 0.091 1.913 0.400
H 2.562 0.460 2.206 0.260
H 1.851 2.615 1.403 0.255
H 1.619 2.800 -0.347 0.411



36
Properties=species:S:1:pos:R:3:mulliken_charge:R:1 method="wB97M-V/def2-TZVPD" max_force_ha_per_bohr=0.0376 orbital_gap_ev=8.21 homo_ev=-7.440 smiles="CN(C)/C=C/[C@H](c1ccccc1)N1CCOC1=O" relative_energy_kcal_mol=51.4
C -1.385 -0.851 2.279 -0.412
C -1.056 0.577 1.887 -0.442
O 0.328 0.548 1.466 -0.386
C 0.900 -0.615 1.879 0.440
O 2.076 -0.900 1.671 -0.649
N -0.066 -1.395 2.526 0.333
H -2.002 -0.944 3.182 0.329
H -1.868 -1.375 1.434 0.258
H -1.654 0.966 1.058 0.319
H -1.156 1.233 2.760 0.269
C 1.587 -4.180 -1.365 -0.794
N 0.825 -4.518 -0.187 0.098
C -0.028 -5.683 -0.219 -0.913
C 0.875 -3.708 0.878 -0.499
C 0.120 -3.815 2.004 -1.042
C 0.224 -2.744 3.023 0.255
C -0.486 -3.099 4.335 0.037
C 0.254 -2.855 5.492 -0.394
C -0.214 -3.250 6.741 -0.598
C -1.462 -3.868 6.851 -0.390
C -2.205 -4.131 5.696 -0.747
C -1.720 -3.754 4.434 -0.012
H 1.441 -4.967 -2.105 0.213
H 1.285 -3.207 -1.778 0.303
H 2.647 -4.104 -1.103 0.317
H 0.162 -6.184 -1.171 0.278
H 0.219 -6.366 0.603 0.309
H -1.095 -5.435 -0.137 0.313
H 1.615 -2.898 0.818 0.563
H -0.464 -4.716 2.237 0.419
H 1.286 -2.633 3.273 0.409
H 1.225 -2.363 5.381 0.318
H 0.419 -3.079 7.608 0.374
H -1.846 -4.142 7.840 0.362
H -3.160 -4.654 5.782 0.363
H -2.308 -3.979 3.529 0.398



37
Properties=species:S:1:pos:R:3:mulliken_charge:R:1 method="wB97M-V/def2-TZVPD" max_force_ha_per_bohr=0.0447 orbital_gap_ev=9.56 homo_ev=-8.999 smiles="O=C(O)[C@H](Cc1ccccc1)NC(=O)[C@@H]1CCCN1" relative_energy_kcal_mol=14.5
C 0.495 0.836 2.606 0.528
C 0.055 1.617 1.335 -0.084
C 1.959 0.302 2.448 -0.981
C 1.772 -1.158 2.001 -0.010
C 0.560 -1.542 2.912 -0.728
C -1.544 1.716 -0.518 -0.297
C -2.914 1.016 -0.796 0.419
C -0.570 1.610 -1.749 -1.598
C -0.084 0.226 -2.075 0.600
C 1.194 -0.191 -1.701 -0.135
C -0.883 -0.699 -2.793 -0.244
C 1.618 -1.487 -1.977 -0.555
C -0.434 -1.955 -3.205 -0.831
C 0.836 -2.377 -2.758 -0.382
H -0.856 -0.279 3.751 0.257
H 0.438 1.536 3.444 0.353
H 2.462 0.316 3.426 0.389
H 2.491 0.937 1.720 0.361
H 1.579 -1.296 0.939 -0.202
H 2.748 -1.686 2.213 0.395
H 0.968 -1.744 3.903 0.344
H -0.018 -2.449 2.622 0.357
H -1.425 0.271 1.039 0.434
H -1.736 2.787 -0.365 0.351
H -1.054 1.972 -2.640 0.781
H 0.287 2.215 -1.514 0.477
H 1.881 0.444 -1.115 0.325
H -1.826 -0.384 -3.193 0.408
H 2.538 -1.788 -1.543 0.457
H -1.067 -2.612 -3.748 0.432
H 1.230 -3.374 -2.980 0.353
H -3.079 2.223 -2.236 0.358
N -0.333 -0.356 2.874 -0.520
N -1.019 1.131 0.712 -0.081
O 0.627 2.671 1.055 -0.702
O -3.323 0.058 -0.226 -0.533
O -3.573 1.493 -1.868 -0.497



38
Properties=species:S:1:pos:R:3:mulliken_charge:R:1 method="wB97M-V/def2-TZVPD" max_force_ha_per_bohr=0.2727 orbital_gap_ev=8.34 homo_ev=-7.961 relative_energy_kcal_mol=269.9
C 0.095 -1.870 -2.744 -0.695
H -0.539 -2.594 -2.028 0.112
H 1.081 -1.896 -2.254 0.344
H 0.163 -2.496 -3.734 0.307
C -0.500 -0.720 -3.134 -0.769
N -0.515 0.268 -1.839 0.143
C 0.514 1.038 -1.303 0.354
N 0.216 1.389 -0.090 -0.214
N -1.079 1.198 0.057 -0.740
C -1.615 0.474 -0.945 0.518
C -2.834 0.001 -0.853 -1.119
H -3.437 0.564 -0.407 0.668
H -3.311 -0.192 -2.238 0.195
C -3.006 -1.432 -0.320 -0.663
C -2.329 -1.564 0.928 0.796
C -1.047 -1.679 1.095 0.010
C -0.558 -1.694 2.243 -0.129
C -1.194 -1.167 3.407 -0.337
C -2.539 -0.982 3.424 -0.627
C -3.099 -0.861 2.093 -0.692
H -4.058 -0.757 1.895 0.522
H -2.998 -0.332 4.200 0.324
H -0.693 -1.114 4.545 0.179
H 0.587 -1.825 2.544 0.199
H -0.333 -2.405 0.443 -0.140
H -4.109 -1.813 -0.307 0.392
H -2.540 -2.179 -1.230 0.222
S 2.174 0.781 -1.660 -0.188
C 3.010 2.063 -0.712 -0.758
H 2.264 2.830 -0.501 0.399
H 3.943 2.195 -1.075 0.435
C 3.433 1.110 0.594 0.406
O 4.458 0.787 0.878 -0.480
N 2.350 1.142 1.396 -0.243
H 2.522 0.684 2.319 0.200
H 1.434 1.463 1.465 0.250
H 0.144 -0.160 -3.694 0.534
H -1.587 -0.422 -3.289 0.286



37
Properties=species:S:1:pos:R:3:mulliken_charge:R:1 method="wB97M-V/def2-TZVPD" max_force_ha_per_bohr=0.0163 orbital_gap_ev=8.98 homo_ev=-8.453 smiles="CC(=O)c1ccc2c(c1)OCCOCCOCCO2" relative_energy_kcal_mol=48.0
C 1.704 -4.004 -1.281 -1.353
C 2.495 -3.049 -0.415 1.035
O 3.435 -3.435 0.245 -0.613
C 2.076 -1.629 -0.410 -0.171
C 0.979 -1.154 -1.127 -0.274
C 0.614 0.183 -1.093 0.486
C 1.362 1.086 -0.308 0.840
C 2.474 0.606 0.384 -0.611
C 2.824 -0.724 0.344 -0.981
H 3.674 -1.093 0.897 0.461
H 3.044 1.314 0.965 0.449
O 1.140 2.424 -0.249 -0.525
C -0.169 2.916 -0.002 -0.021
C -0.374 3.169 1.501 -0.758
O -0.619 2.017 2.274 -0.374
C -1.941 1.528 2.303 -0.686
C -2.115 0.221 1.522 -0.415
H -1.230 -0.409 1.690 0.297
O -2.263 0.511 0.152 -0.286
C -2.152 -0.599 -0.708 -0.562
H -3.134 -1.063 -0.881 0.438
H -1.485 -1.350 -0.265 0.414
C -1.570 -0.104 -2.039 -0.793
H -2.278 0.570 -2.524 0.416
H -1.377 -0.957 -2.702 0.364
O -0.420 0.688 -1.844 -0.537
H -3.004 -0.311 1.894 0.383
H -2.175 1.325 3.354 0.430
H -2.647 2.270 1.915 0.339
H 0.546 3.595 1.912 0.350
H -1.192 3.893 1.625 0.424
H -0.940 2.241 -0.374 0.008
H -0.230 3.870 -0.532 0.370
H 0.410 -1.829 -1.747 0.380
H 0.666 -4.039 -0.955 0.347
H 1.737 -3.683 -2.320 0.364
H 2.136 -4.997 -1.199 0.365



65
Properties=species:S:1:pos:R:3:mulliken_charge:R:1 method="wB97M-V/def2-TZVPD" max_force_ha_per_bohr=0.0970 orbital_gap_ev=5.09 homo_ev=-12.623 total_charge=+1
Be 11.595 17.285 29.158 1.142
Be 10.690 12.290 27.200 1.396
B 13.056 14.777 27.130 0.141
F 12.466 13.651 26.465 -0.318
F 11.969 15.673 27.482 0.226
F 13.804 14.429 28.226 -0.306
F 13.860 15.474 26.213 -0.329
B 11.628 13.942 30.397 0.122
F 10.973 13.504 31.523 -0.275
F 11.285 15.382 30.220 -0.209
F 13.000 13.878 30.482 -0.296
F 11.080 13.265 29.225 -0.175
C 7.846 15.587 29.458 0.646
F 7.399 16.748 29.912 -0.219
F 8.676 15.145 30.371 -0.138
F 6.836 14.745 29.259 -0.194
S 8.666 15.753 27.752 -0.404
O 9.494 14.580 27.608 0.411
O 7.666 15.758 26.736 -0.517
N 9.583 17.208 28.011 0.291
S 8.726 18.337 27.267 0.717
O 9.030 18.381 25.860 -0.634
O 7.350 18.454 27.622 -0.414
C 9.553 19.885 27.899 0.480
F 8.960 20.951 27.466 -0.180
F 9.449 19.844 29.229 -0.251
F 10.828 19.907 27.509 -0.101
C 5.507 12.878 26.367 -0.794
C 6.907 12.485 26.425 0.244
N 8.008 12.238 26.572 -0.207
H 5.036 12.916 27.343 0.206
H 4.960 12.124 25.799 0.391
H 5.470 13.829 25.848 0.235
C 8.515 15.036 23.665 -0.612
C 9.451 14.161 24.383 0.181
N 10.177 13.448 24.857 -0.200
H 8.584 16.018 24.135 0.132
H 7.587 14.501 23.877 0.205
H 8.819 15.131 22.626 0.398
C 12.243 18.535 24.711 -0.860
C 12.630 18.446 26.105 0.680
N 12.898 18.365 27.226 -0.574
H 12.339 19.578 24.418 0.361
H 11.207 18.223 24.564 0.158
H 12.809 17.813 24.125 0.373
C 4.270 18.563 29.038 -0.753
C 4.075 17.529 28.033 0.415
N 3.927 16.772 27.232 -0.393
H 5.278 18.566 29.436 0.129
H 3.503 18.489 29.812 0.357
H 4.037 19.551 28.637 0.306
C 5.409 12.917 31.339 -0.551
C 6.802 12.488 31.577 0.339
N 7.865 12.166 31.812 -0.408
H 5.363 13.990 31.504 0.226
H 4.808 12.368 32.057 0.363
H 5.282 12.674 30.286 0.074
Cl 11.818 23.206 30.473 -0.166
C 12.848 23.130 29.045 -0.466
C 11.977 22.984 27.792 0.205
Cl 10.966 24.417 27.495 -0.165
H 13.522 22.274 29.055 0.289
H 13.426 24.046 28.934 0.366
H 11.334 22.134 27.972 -0.397
H 12.645 22.896 26.937 0.301



54
Properties=species:S:1:pos:R:3:mulliken_charge:R:1 method="wB97M-V/def2-TZVPD" max_force_ha_per_bohr=0.0415 orbital_gap_ev=4.94 homo_ev=-6.992 relative_energy_kcal_mol=0.0
C 1.227 0.243 -4.899 -0.752
O 1.772 0.609 -3.631 -0.612
B 1.324 -0.122 -2.547 0.532
O 1.947 -1.318 -2.258 -0.526
Sb -0.300 0.898 -1.275 0.815
C 0.465 -0.067 0.543 -1.565
C 0.232 -1.569 0.665 -0.922
C -1.184 -1.891 1.156 -0.245
C -1.306 -3.250 1.761 0.930
F -2.465 -3.949 1.298 -0.554
F -0.294 -4.113 1.498 -0.323
C -1.533 -3.313 3.285 0.711
F -1.627 -4.687 3.509 -0.371
F -2.691 -2.800 3.642 -0.233
F -0.584 -2.815 4.024 -0.199
C 1.120 2.588 -0.990 -1.598
C 1.404 2.988 0.451 -0.214
O 2.672 2.447 0.853 -0.335
C 3.053 2.790 2.152 -0.801
C 3.263 1.570 3.031 0.878
F 4.426 0.953 2.780 -0.287
F 2.295 0.660 2.910 -0.177
F 3.297 1.946 4.322 -0.306
C -1.824 2.150 -0.076 -1.369
C -2.327 1.624 1.186 0.668
O -1.919 1.846 2.287 -0.554
Cl -3.717 0.484 1.047 -0.229
N -1.873 -0.790 -1.582 0.386
C -1.424 -1.734 -2.467 0.344
O -0.823 -2.738 -2.246 -0.538
F -1.716 -1.425 -3.772 -0.332
C -3.177 -0.422 -1.951 0.200
O -4.170 -1.026 -1.709 -0.562
F -3.254 0.745 -2.630 -0.251
H 1.206 -0.844 -5.031 0.320
H 0.201 0.612 -4.997 0.231
H 1.836 0.703 -5.676 0.267
H 2.909 -1.217 -2.291 0.277
H -0.909 1.687 -2.697 -0.115
H 0.136 0.412 1.469 0.833
H 1.542 0.102 0.469 0.532
H 0.447 -2.106 -0.260 0.211
H 0.936 -1.963 1.413 0.907
H -1.473 -1.162 1.920 0.290
H -1.916 -1.858 0.347 -0.120
H 2.081 2.346 -1.451 0.442
H 0.666 3.437 -1.504 0.528
H 0.629 2.681 1.166 0.345
H 1.472 4.084 0.525 0.510
H 2.326 3.433 2.659 0.424
H 4.011 3.321 2.126 0.304
H -1.334 3.091 0.186 0.560
H -2.664 2.383 -0.732 0.720
Li -2.389 -5.654 1.990 0.923



50
Properties=species:S:1:pos:R:3:mulliken_charge:R:1 method="wB97M-V/def2-TZVPD" max_force_ha_per_bohr=0.0168 orbital_gap_ev=7.58 homo_ev=-6.000 total_charge=-1
O 3.012 -1.847 1.081 -0.511
C 2.626 -2.723 0.378 0.314
I 3.005 -4.804 1.019 -0.175
C 1.899 -2.630 -0.884 -0.886
In 3.245 -2.070 -2.564 1.121
F 2.152 -1.119 -3.966 -0.705
Br 5.148 -0.464 -1.922 -0.548
H 1.463 -3.591 -1.157 0.471
H 1.081 -1.915 -0.745 0.231
H 3.964 -3.514 -3.226 -0.300
C -1.082 -1.376 2.614 0.122
C -2.144 -0.789 1.711 -0.111
O -2.139 -1.707 0.609 -0.399
C -1.639 -2.892 1.038 0.647
O -1.643 -3.891 0.394 -0.556
O -1.133 -2.773 2.285 -0.376
H -1.286 -1.232 3.670 0.175
H -0.086 -1.000 2.386 0.208
H -3.134 -0.801 2.173 0.055
H -1.919 0.215 1.374 0.260
C 4.122 -0.362 -6.188 -0.128
C 3.744 -0.236 -7.651 -0.282
O 4.953 0.251 -8.246 -0.337
C 5.989 -0.104 -7.443 0.632
O 7.134 0.008 -7.751 -0.563
O 5.541 -0.595 -6.278 -0.246
H 3.614 -1.173 -5.679 0.151
H 3.950 0.557 -5.630 0.212
H 3.496 -1.199 -8.101 0.258
H 2.933 0.464 -7.830 0.282
C -6.494 1.784 3.231 -0.289
C -6.874 1.947 1.770 -0.324
O -5.641 2.375 1.185 -0.336
C -4.625 1.956 1.972 0.659
O -3.476 1.993 1.677 -0.493
O -5.101 1.475 3.144 -0.300
H -7.023 0.980 3.735 0.282
H -6.613 2.709 3.798 0.263
H -7.172 1.005 1.308 0.263
H -7.646 2.693 1.598 0.285
C 0.909 3.212 4.439 -0.351
C 0.333 2.665 3.147 -0.330
O 0.001 1.322 3.513 -0.206
C -0.181 1.275 4.853 0.647
O -0.640 0.356 5.449 -0.532
O 0.225 2.432 5.426 -0.374
H 0.708 4.268 4.595 0.306
H 1.981 3.028 4.527 0.258
H -0.580 3.177 2.838 0.204
H 1.041 2.659 2.323 0.356



43
Properties=species:S:1:pos:R:3:mulliken_charge:R:1 method="wB97M-V/def2-TZVPD" max_force_ha_per_bohr=0.0877 orbital_gap_ev=7.72 homo_ev=-9.052
Br -4.896 3.955 1.958 -0.147
C -4.092 2.946 0.500 -0.100
C -4.865 2.836 -0.734 -0.468
C -4.269 2.030 -1.873 -0.516
C -2.978 1.361 -1.775 -0.500
C -2.177 1.494 -0.518 0.530
N -0.936 0.970 -0.155 -0.430
S -0.637 1.538 1.377 0.189
N -1.982 2.442 1.795 -0.543
C -2.743 2.309 0.634 0.884
H -5.867 3.325 -0.859 0.357
H -4.835 1.946 -2.830 0.333
H -2.584 0.757 -2.626 0.416
C 1.379 -2.753 -6.320 -1.094
C 1.717 -1.327 -6.711 -0.165
O 0.812 -0.395 -6.107 -0.366
C 1.025 -0.141 -4.810 0.742
O 1.902 -0.609 -4.129 -0.554
O 0.081 0.713 -4.394 -0.373
C 0.132 0.998 -2.994 -0.769
H 0.334 -2.974 -6.546 0.288
H 2.016 -3.460 -6.854 0.351
H 1.514 -2.911 -5.249 0.313
H 1.607 -1.212 -7.791 0.287
H 2.750 -1.075 -6.463 0.310
H 1.124 1.340 -2.694 0.368
H -0.159 0.115 -2.426 0.326
H -0.582 1.793 -2.790 0.321
C 3.753 -2.284 5.913 -1.097
C 3.448 -0.835 6.237 -0.170
O 2.571 -0.259 5.261 -0.346
C 1.282 -0.604 5.367 0.701
O 0.807 -1.330 6.203 -0.550
O 0.611 -0.014 4.368 -0.260
C -0.768 -0.375 4.304 -0.402
H 4.138 -2.376 4.895 0.291
H 4.489 -2.688 6.610 0.353
H 2.854 -2.900 5.971 0.314
H 4.371 -0.254 6.207 0.286
H 3.030 -0.725 7.241 0.307
H -1.269 -0.207 5.258 0.313
H -0.865 -1.417 3.996 0.317
H -1.243 0.254 3.551 -0.049